1.
Computed, not measured: a molecular structure, C21H28IrN6O7S, with ωB97M-V/def2-TZVPD.

Computed properties:
E_tot   -59144.909 eV
Total charge   +3
2S+1   5

Element x y z (Å)
Ir (0.9328, 0.7034, -1.2695)
O (1.4584, 2.1344, 0.3421)
C (2.0179, 3.2689, 0.3142)
C (2.1252, 3.9843, 1.5624)
C (2.7016, 5.2134, 1.6185)
C (3.2097, 5.7875, 0.4356)
C (3.1336, 5.1130, -0.7896)
C (2.5554, 3.8713, -0.8947)
C (2.5146, 3.1710, -2.1785)
N (2.0516, 1.9484, -2.4338)
C (2.2458, 1.6934, -3.7791)
C (2.8455, 2.7694, -4.3406)
N (3.0050, 3.6773, -3.3277)
H (1.7206, 3.4958, 2.4388)
H (2.7762, 5.7499, 2.5543)
H (3.6747, 6.7639, 0.4708)
H (3.5559, 5.6062, -1.6550)
H (1.9470, 0.7675, -4.2394)
H (3.1650, 2.9618, -5.3503)
H (3.4253, 4.5867, -3.4396)
C (4.7364, -1.4698, -0.8789)
C (4.1049, -1.6456, 0.5234)
C (3.0081, -0.6043, 0.5901)
O (2.5939, -0.4511, -0.8132)
C (3.8170, -0.5100, -1.6295)
H (4.8073, -2.4236, -1.3935)
H (5.7386, -1.0535, -0.8177)
H (4.8308, -1.4863, 1.3171)
H (3.6947, -2.6459, 0.6429)
H (3.3567, 0.3647, 0.9476)
H (2.1260, -0.9016, 1.1499)
H (4.2215, 0.4986, -1.7029)
H (3.5159, -0.8563, -2.6141)
O (-0.9112, 2.6245, -2.3081)
N (-0.6010, 1.6679, -1.7498)
C (-7.1889, -1.7894, 1.9205)
C (-6.5335, -2.8671, 2.7097)
S (-5.2185, -3.8619, 1.5740)
O (-4.4748, -4.6037, 2.5478)
O (-6.0573, -4.4050, 0.5485)
C (-4.1014, -2.6485, 0.7419)
C (-2.8852, -2.2826, 1.6034)
N (-1.7369, -1.9386, 0.7503)
C (-1.2707, -0.6914, 0.4923)
N (-0.1824, -0.7666, -0.2699)
C (0.0731, -2.0983, -0.5141)
C (-0.8750, -2.8172, 0.1117)
N (-1.0119, -4.2536, 0.1325)
O (-0.0978, -4.8870, -0.3164)
O (-2.0977, -4.6967, 0.4821)
C (-1.8493, 0.5532, 1.0632)
H (-8.0776, -1.5319, 2.5194)
H (-7.5702, -2.1269, 0.9568)
H (-6.5844, -0.8917, 1.8174)
H (-7.1601, -3.7286, 2.9484)
H (-5.8932, -2.5880, 3.5454)
H (-4.7508, -1.8275, 0.4400)
H (-3.8236, -3.2499, -0.1238)
H (-2.5922, -3.1270, 2.2172)
H (-3.0871, -1.4375, 2.2559)
H (0.9044, -2.4507, -1.0996)
H (-1.9321, 0.4776, 2.1481)
H (-2.8356, 0.7722, 0.6516)
H (-1.1907, 1.3892, 0.8432)

=====

2.
Computed, not measured: a gas-phase ion, C5H8N (charge +1) at a distorted geometry, with ωB97M-V/def2-TZVPD.

Computed properties:
E_tot   -6794.316 eV
Total charge   +1
SMILES   C=[N+]1C(C)=C1C

Element x y z (Å)
C (0.8618, 0.0784, -1.9864)
N (0.3592, -0.1113, -0.8576)
C (-0.7799, 0.0287, 0.0752)
C (-1.9751, 0.8871, 0.2143)
C (0.2982, -0.5512, 0.5260)
C (1.3102, -0.9977, 1.4809)
H (1.7113, -0.3850, -2.3470)
H (0.3785, 0.7901, -2.5957)
H (-2.4232, 0.7130, 1.2189)
H (-2.7577, 0.9411, -0.6253)
H (-1.4923, 1.9083, 0.0845)
H (0.8141, -0.9056, 2.4114)
H (2.1528, -0.3417, 1.1450)
H (1.5422, -2.0543, 1.2556)

=====

3.
Computed, not measured: 2 unconnected molecules or ions with the total composition CH4F2NP at a distorted geometry, with ωB97M-V/def2-TZVPD.

Computed properties:
E_tot   -17315.591 eV
Total charge   0
SMILES   C=N.FPF

Element x y z (Å)
C (-1.0494, 0.4104, -0.4426)
N (-1.0724, -0.2592, 0.6440)
H (-1.9884, 0.9427, -0.7900)
H (-0.2529, 0.1933, -1.2632)
H (-0.3120, -0.8976, 0.7841)
F (4.5344, 0.3414, 0.2601)
P (3.0747, 0.2814, -0.2725)
F (2.7368, -1.2650, 0.2045)
H (2.3065, 0.7372, 0.9306)

=====

4.
Computed, not measured: a molecular structure, C17H6Cl5F2NNi at a distorted geometry, with ωB97M-V/def2-TZVPD.

Computed properties:
E_tot   -128305.825 eV
Total charge   0

Element x y z (Å)
Ni (-0.4701, -0.2799, 0.0166)
Cl (-1.3823, 1.0736, 1.8242)
C (-1.2270, -0.5832, 2.4287)
C (-0.5628, -1.4209, 1.5529)
C (-0.4608, -2.7441, 1.9715)
Cl (0.2760, -3.9393, 0.9631)
C (-0.9762, -3.1611, 3.2052)
Cl (-0.8263, -4.8009, 3.7042)
C (-1.6272, -2.2574, 4.0465)
Cl (-2.2633, -2.7678, 5.5599)
C (-1.7706, -0.9312, 3.6507)
Cl (-2.5804, 0.2225, 4.6320)
F (3.4451, -3.2386, -1.8079)
C (2.2302, -2.6923, -1.9906)
C (1.6968, -1.8918, -0.9996)
C (0.4352, -1.3496, -1.1898)
C (-0.2606, -1.5674, -2.3915)
C (0.3190, -2.4069, -3.3357)
F (-0.3160, -2.6646, -4.5009)
C (1.5568, -2.9857, -3.1601)
C (-1.5249, -0.8367, -2.5376)
C (-2.4207, -0.9383, -3.5991)
C (-3.5659, -0.1619, -3.5968)
C (-3.8082, 0.7044, -2.5439)
C (-2.8762, 0.7612, -1.5264)
N (-1.7697, 0.0211, -1.5218)
H (2.2504, -1.7426, -0.0831)
H (1.9855, -3.6250, -3.9175)
H (-2.2228, -1.6179, -4.4106)
H (-4.2670, -0.2357, -4.4177)
H (-4.6917, 1.3247, -2.5078)
H (-3.0133, 1.4170, -0.6758)

=====

5.
Computed, not measured: C6H11N in the gas phase at a distorted geometry, with ωB97M-V/def2-TZVPD.

Computed properties:
E_tot   -7888.717 eV
Total charge   0
SMILES   CCC[C@@H](C)C#N

Element x y z (Å)
C (0.5544, 1.9826, -1.2444)
C (0.8341, 1.1872, 0.0316)
C (0.6377, -0.3451, -0.1685)
C (-0.7825, -0.8977, 0.2234)
C (-0.7566, -2.3445, 0.7092)
C (-1.2839, 0.0821, 1.1935)
N (-1.1148, 1.1696, 1.5694)
H (0.4628, 3.0405, -0.9886)
H (1.3416, 1.8914, -2.0049)
H (-0.3888, 1.6764, -1.7199)
H (1.8386, 1.3622, 0.4111)
H (0.1856, 1.7148, 0.9477)
H (0.7927, -0.6515, -1.2208)
H (1.3808, -0.9132, 0.4088)
H (-1.4605, -0.8218, -0.6356)
H (-0.4191, -3.0071, -0.0943)
H (-0.0704, -2.4579, 1.5549)
H (-1.7516, -2.6680, 1.0275)